A single C6H12O molecule, computed with ωB97M-V/def2-TZVPD.

Electronic energy, a.u.: -311.0172
Gap between HOMO and LUMO, eV: 10.9
Max |F|, eV Å⁻¹: 0.3
LUMO level, eV: 0.949
HOMO level, Eh: -0.36434
Energy relative to the best compared isomer or geometry (same formula, charge and spin), kcal per mole: 26.4
Structure (SMILES): CC1(C)OC1(C)C

```
! RIJCOSX wB97M-V def2-TZVPD def2/J DEFGRID3
* xyz 0 1
C -1.22 1.48 -0.23
C 0.03 0.64 -0.46
C 0.47 0.47 -1.91
O 1.19 0.79 0.38
C 0.37 -0.37 0.56
C -0.27 -0.34 1.94
C 0.82 -1.75 0.14
H -1.41 2.13 -1.09
H -1.16 2.10 0.66
H -2.10 0.83 -0.13
H 0.28 -0.52 -2.33
H 1.55 0.64 -1.93
H 0.00 1.21 -2.57
H -1.24 -0.84 1.97
H 0.39 -0.83 2.65
H -0.39 0.70 2.26
H 1.52 -2.21 0.84
H 1.26 -1.77 -0.86
H -0.08 -2.38 0.11
*
```

Mulliken population analysis, charges in e, atoms 1 to 4: -1.5642 1.1175 -1.6311 -0.5897